# C5H3ClO2

C5H3ClO2 in the gas phase at a distorted geometry (ωB97M-V/def2-TZVPD, the Open Molecules 2025 dataset).

Values from the calculation:
Energy relative to the best compared isomer or geometry (same formula, charge and spin)   365.6 kJ/mol
DFT total energy   -21846.3116 eV
SMILES string   C#CC(=O)O/C=C/Cl
HOMO-LUMO gap   9.1 eV
E_HOMO   -9.349 eV

Atoms and positions in Å:
H 1.5572 -1.3803 -1.0610
O -0.2175 0.5926 -0.1707
O 0.4411 -1.4049 0.7562
C 0.3331 0.3903 -1.3865
H -1.7493 1.4694 3.8423
C -0.1121 -0.3682 0.8353
C -1.6353 0.7781 2.8401
C -0.9980 0.0545 2.0238
H 0.2013 1.2250 -2.1767
C 1.0298 -0.6989 -1.8339
Cl 1.1497 -0.6575 -3.6689

***

# C5H3CoO3

A molecular structure, C5H3CoO3 at a distorted geometry (ωB97M-V/def2-TZVPD, the Open Molecules 2025 dataset).

Values from the calculation:
Spin multiplicity   4
DFT total energy   -48989.8008 eV
⟨S²⟩   3.760
HOMO-LUMO gap (spin up / spin down)   6.1 / 5.6 eV
Total charge   +1
E_HOMO (spin up / spin down)   -12.600 / -12.550 eV

Atoms and positions in Å:
O 2.8402 0.2478 1.7739
C 0.6242 0.6020 0.7640
H -1.0758 -0.7550 1.1603
C 0.3003 -2.5051 -1.4316
C 1.7812 0.4400 1.3102
C -0.6514 1.3624 0.6535
Co -0.7530 -0.3148 -2.5968
H -1.1101 1.7248 1.5766
H -0.7404 2.0462 -0.1953
O -0.7488 -0.6432 -0.8650
O 0.1829 -2.0980 -2.5369
C -0.6493 -0.1071 0.3870

***

# C5H3F6N

2 unconnected molecules or ions with the total composition C5H3F6N at a distorted geometry (ωB97M-V/def2-TZVPD, the Open Molecules 2025 dataset).

Values from the calculation:
Energy relative to the best compared isomer or geometry (same formula, charge and spin)   75.0 kJ/mol
DFT total energy   -23026.2335 eV
HOMO-LUMO gap   9.8 eV
E_HOMO   -11.025 eV

Atoms and positions in Å:
H 2.2750 0.8120 -0.2131
H 1.8933 -0.8551 -0.2319
F -1.7274 1.6806 -0.0142
N -0.0656 -0.1312 -2.8264
H 1.7637 0.0918 1.3284
F -0.7319 -2.6674 -0.1095
F -0.3801 1.5423 1.6520
F 0.2839 2.5137 -0.1411
F -2.4298 -1.4783 -0.0664
C 0.1078 0.0783 -1.7200
F -1.1394 -1.6451 1.6785
C 0.1776 0.1886 -0.2455
C 1.6152 0.0114 0.2139
C -0.4583 1.4190 0.3160
C -1.1841 -1.5606 0.3793

***

# C5H3I

C5H3I in the gas phase at a distorted geometry (ωB97M-V/def2-TZVPD, the Open Molecules 2025 dataset).

Values from the calculation:
Energy relative to the best compared isomer or geometry (same formula, charge and spin)   184.6 kJ/mol
DFT total energy   -13327.8819 eV
SMILES string   CC1=C2C(I)=C12
HOMO-LUMO gap   8.2 eV
E_HOMO   -8.154 eV

Atoms and positions in Å:
I -4.0621 0.0074 0.0020
C 0.2044 0.1564 -0.0005
H 1.9840 -0.5540 -0.8581
C -0.8638 0.8749 -0.0035
C -2.0282 -0.1496 -0.0015
H 1.9902 -0.4716 0.9094
C -0.9813 -0.9159 -0.0031
H 2.1025 1.0214 -0.0459
C 1.6544 0.0310 0.0012

***

Question: Look up the DFT total energy of the second one.
Answer: -48989.8008 eV

***

Question: DFT total energy of number 1 (C5H3ClO2)?
Answer: -21846.3116 eV

***

Question: The lowest DFT total energy belongs to which entry?
Answer: C5H3CoO3

***

Question: Which of these has the highest DFT total energy?
Answer: C5H3I